Record 1
Density functional theory data (ωB97M-V with the def2-TZVPD basis set) for the molecule C6H9N in a non-equilibrium geometry.

The geometry in XYZ format:
```
16
Properties=species:S:1:pos:R:3
C 0.180 0.875 -1.766
C -0.332 0.447 -0.419
C -1.640 0.553 0.122
C -1.645 -0.069 1.346
N -0.381 -0.549 1.579
C 0.424 -0.173 0.549
C 1.704 -0.833 0.281
H -0.632 1.096 -2.468
H 0.823 0.117 -2.240
H 0.787 1.779 -1.660
H -2.475 1.054 -0.344
H -2.422 -0.190 2.079
H -0.068 -1.047 2.397
H 2.403 -0.256 -0.339
H 0.960 -1.517 -0.289
H 2.245 -1.358 1.072
```

As for the max |F|: 0.062 hartree/bohr. The total energy is -288.7363 a.u. As for the structure (SMILES): Cc1cc[nH]c1C. As for the gap between HOMO and LUMO: 8.4 eV. The relative energy (zero: lowest compared OMol25 entry of this formula, charge and spin) is 120.2 kJ/mol.



Record 2
Density functional theory data (ωB97M-V with the def2-TZVPD basis set) for a cluster of 2 separate species, H4O2P2 in total in a non-equilibrium geometry.

The geometry in XYZ format:
```
8
Properties=species:S:1:pos:R:3
O 1.697 -0.514 1.183
O 0.158 1.566 0.373
P -2.527 0.011 0.450
P 0.993 0.419 -0.036
H 0.947 -0.628 1.815
H -2.936 1.284 0.224
H -3.940 -0.333 0.652
H 2.318 0.823 -0.699
```

As for the max |F|: 0.050 hartree/bohr. The total energy is -835.4964 a.u. As for the gap between HOMO and LUMO (alpha / beta): 7.3 / 8.0 eV. The relative energy (zero: lowest compared OMol25 entry of this formula, charge and spin) is 282.1 kJ/mol.



Record 3
Density functional theory data (ωB97M-V with the def2-TZVPD basis set) for a cluster of 2 separate species, C6H12ClN in total in a non-equilibrium geometry.

The geometry in XYZ format:
```
20
Properties=species:S:1:pos:R:3
C -0.439 1.139 -1.508
C -1.137 0.160 -0.645
C -1.811 -1.001 -1.278
C -1.239 0.469 0.686
Cl -2.019 -0.601 1.874
H -0.552 2.166 -1.080
H -0.881 1.038 -2.507
H 0.648 0.902 -1.486
H -1.955 -1.857 -0.523
H -1.309 -1.607 -1.995
H -2.764 -0.604 -1.854
H -0.798 1.342 1.079
C 2.133 0.943 0.615
N 1.456 0.337 1.475
C 1.399 -1.106 1.617
H 2.614 0.597 -0.312
H 2.232 2.000 0.767
H 1.804 -1.635 0.634
H 2.140 -1.244 2.445
H 0.478 -1.439 1.995
```

As for the max |F|: 0.074 hartree/bohr. The total energy is -750.6694 a.u. As for the structure (SMILES): CC(C)=CCl.C=NC. As for the gap between HOMO and LUMO: 9.6 eV. The relative energy (zero: lowest compared OMol25 entry of this formula, charge and spin) is 271.7 kJ/mol.



Record 4
Density functional theory data (ωB97M-V with the def2-TZVPD basis set) for a structure of composition C28H42BiN2O9P2SSe in a non-equilibrium geometry.

The geometry in XYZ format:
```
86
Properties=species:S:1:pos:R:3
Bi -3.281 0.649 0.639
O -1.782 1.845 4.603
C -2.654 1.177 3.999
O -2.478 0.978 2.730
C -3.845 0.517 4.597
C -4.137 0.605 5.958
C -5.270 0.115 6.531
C -6.144 -0.519 5.635
C -5.919 -0.661 4.319
C -4.702 -0.205 3.761
S -4.735 -0.691 2.006
H -3.386 1.197 6.499
H -5.452 0.272 7.570
H -7.144 -0.790 6.017
H -6.680 -1.075 3.656
C 7.840 -0.483 1.568
C 6.875 -0.630 2.747
C 7.685 -1.500 3.760
O 5.604 -1.139 2.309
P 4.326 -0.482 1.629
O 4.237 1.015 1.662
C 4.537 -1.247 0.065
P 3.562 -1.060 -1.496
O 2.479 -2.008 -1.709
O 3.204 0.520 -1.820
C 1.926 1.146 -1.631
C 2.214 2.573 -1.198
C 1.059 1.109 -2.915
O 4.934 -1.269 -2.259
C 5.006 -1.234 -3.686
C 6.186 -2.150 -3.888
C 5.189 0.249 -4.177
O 3.065 -1.258 2.139
C 2.004 -0.709 2.972
C 0.929 -0.004 2.203
C 1.514 -2.014 3.694
H 8.794 -0.034 1.918
H 7.512 0.129 0.716
H 7.989 -1.464 1.078
H 6.682 0.396 3.106
H 7.343 -1.368 4.802
H 8.675 -1.057 3.687
H 7.833 -2.528 3.408
H 4.669 -2.364 0.168
H 5.495 -0.819 -0.260
H 1.471 0.598 -0.772
H 2.704 3.128 -2.076
H 2.899 2.583 -0.370
H 1.270 3.063 -0.970
H 1.645 1.458 -3.734
H 0.156 1.721 -2.811
H 0.753 0.131 -3.252
H 4.006 -1.602 -4.068
H 7.032 -1.596 -3.424
H 6.334 -2.410 -5.003
H 5.980 -3.094 -3.376
H 6.171 0.539 -3.777
H 4.532 0.872 -3.718
H 5.173 0.240 -5.259
H 2.511 -0.085 3.652
H 0.550 -0.644 1.378
H 1.283 1.004 1.905
H 0.049 0.215 2.824
H 1.017 -2.625 2.906
H 0.829 -1.779 4.448
H 2.328 -2.655 4.048
O -4.021 2.622 -0.116
C -7.777 -0.719 -1.483
N -6.954 0.063 -2.385
C -5.604 0.056 -2.494
Se -4.484 -1.048 -1.294
N -5.135 0.551 -3.566
C -6.253 1.050 -4.240
C -6.390 1.645 -5.479
C -7.629 2.052 -5.944
C -8.812 1.829 -5.134
C -8.665 1.110 -3.972
C -7.382 0.725 -3.490
H -8.821 -0.627 -1.818
H -7.665 -0.394 -0.481
H -7.430 -1.748 -1.535
H -4.956 2.359 -0.547
H -5.492 1.923 -6.076
H -7.670 2.560 -6.907
H -9.810 2.174 -5.417
H -9.504 1.026 -3.285
```

As for the max |F|: 0.085 hartree/bohr. The total energy is -5575.9942 a.u. As for the gap between HOMO and LUMO: 7.5 eV. Its charge is -1. The relative energy (zero: lowest compared OMol25 entry of this formula, charge and spin) is 0.0 kJ/mol.



Record 5
Density functional theory data (ωB97M-V with the def2-TZVPD basis set) for a cluster of 2 separate species, C34H34BrN4 in total in a non-equilibrium geometry.

The geometry in XYZ format:
```
73
Properties=species:S:1:pos:R:3
C -5.669 -1.533 -2.006
N -5.084 -1.658 -0.667
C -5.525 -2.818 0.029
C -5.367 -4.104 -0.542
C -5.932 -5.223 0.071
C -6.728 -5.065 1.215
C -6.895 -3.793 1.781
C -6.270 -2.682 1.210
C -3.907 -0.970 -0.309
C -3.707 -0.410 0.983
C -2.506 0.207 1.331
C -1.340 0.123 0.500
C -0.061 0.624 0.936
C 1.219 0.115 0.496
C 2.465 0.779 0.766
C 3.694 0.226 0.432
C 3.782 -1.075 -0.136
N 5.024 -1.677 -0.500
C 5.562 -1.280 -1.797
C 5.522 -2.902 0.037
C 5.404 -4.138 -0.641
C 5.908 -5.315 -0.073
C 6.654 -5.262 1.113
C 6.848 -4.031 1.757
C 6.269 -2.875 1.236
C 2.572 -1.746 -0.396
C 1.343 -1.155 -0.148
C -1.555 -0.458 -0.795
C -2.794 -0.971 -1.188
H -5.572 -0.507 -2.379
H -5.225 -2.224 -2.735
H -6.741 -1.770 -1.923
H -4.798 -4.201 -1.471
H -5.762 -6.214 -0.360
H -7.213 -5.943 1.656
H -7.523 -3.673 2.660
H -6.402 -1.689 1.638
H -4.528 -0.432 1.702
H -2.426 0.790 2.254
H -0.063 1.233 1.868
H 2.428 1.772 1.231
H 4.622 0.776 0.635
H 6.648 -1.450 -1.814
H 5.095 -1.843 -2.622
H 5.358 -0.216 -1.952
H 4.905 -4.169 -1.614
H 5.732 -6.274 -0.570
H 7.082 -6.182 1.528
H 7.457 -3.986 2.659
H 6.427 -1.917 1.729
H 2.627 -2.753 -0.825
H 0.450 -1.707 -0.440
H -0.745 -0.473 -1.530
H -2.908 -1.450 -2.166
C 0.261 7.598 -1.643
N 0.130 7.012 -0.309
C -0.095 8.004 0.722
C 0.091 5.678 -0.035
C 0.879 4.739 -0.768
Br 2.389 5.289 -1.821
C 0.731 3.377 -0.493
N -0.100 2.908 0.453
C -0.754 3.793 1.218
C -0.643 5.171 1.067
H 0.305 6.829 -2.423
H -0.613 8.256 -1.815
H 1.180 8.213 -1.668
H 0.043 7.544 1.699
H 0.641 8.802 0.594
H -1.106 8.423 0.646
H 1.346 2.669 -1.048
H -1.393 3.407 2.007
H -1.141 5.858 1.760
```

As for the max |F|: 0.030 hartree/bohr. The total energy is -4108.7365 a.u. As for the gap between HOMO and LUMO: 6.1 eV. Its charge is +1. The relative energy (zero: lowest compared OMol25 entry of this formula, charge and spin) is 0.0 kJ/mol.



Record 6
Density functional theory data (ωB97M-V with the def2-TZVPD basis set) for the ion C12H12N5 with charge +1 in a non-equilibrium geometry.

The geometry in XYZ format:
```
29
Properties=species:S:1:pos:R:3
N -2.991 0.952 -2.893
C -1.836 0.955 -2.079
N -1.750 1.454 -0.768
C -0.638 1.399 -0.054
N 0.544 0.823 -0.543
C 1.659 0.534 0.362
C 1.205 -0.254 1.530
C 0.710 -1.547 1.323
C 0.187 -2.227 2.414
C 0.289 -1.712 3.699
C 0.796 -0.426 3.906
C 1.278 0.285 2.815
C 0.507 0.317 -1.846
N 1.437 -0.237 -2.564
C 0.845 -0.485 -3.787
N -0.412 -0.115 -3.894
C -0.682 0.437 -2.620
H -2.848 0.639 -3.878
H -3.921 1.288 -2.581
H -2.583 1.855 -0.399
H -0.627 1.811 0.971
H 2.094 1.518 0.625
H 2.402 -0.043 -0.121
H 0.666 -1.994 0.350
H -0.247 -3.209 2.266
H -0.086 -2.317 4.530
H 0.871 -0.061 4.912
H 1.765 1.243 2.981
H 1.364 -0.882 -4.658
```

As for the max |F|: 0.072 hartree/bohr. The total energy is -738.0208 a.u. As for the structure (SMILES): Nc1[nH+]cn(Cc2ccccc2)c2ncnc1-2. As for the gap between HOMO and LUMO: 8.1 eV. Its charge is +1.



Record 7
Density functional theory data (ωB97M-V with the def2-TZVPD basis set) for the molecule C3H3BrS in a non-equilibrium geometry.

The geometry in XYZ format:
```
8
Properties=species:S:1:pos:R:3
Br -0.930 -2.207 0.460
C -0.500 -0.391 0.869
C 0.586 0.207 -0.348
C 0.897 0.061 -1.581
S 1.522 1.672 -0.793
H -1.376 0.245 0.837
H 0.044 -0.329 1.808
H 0.952 -0.439 -2.516
```

As for the max |F|: 0.082 hartree/bohr. The total energy is -3088.1914 a.u. As for the structure (SMILES): BrCC1=CS1. As for the gap between HOMO and LUMO: 8.6 eV. The relative energy (zero: lowest compared OMol25 entry of this formula, charge and spin) is 150.8 kJ/mol.



What did the first record say?
Density functional theory data (ωB97M-V with the def2-TZVPD basis set) for the molecule C6H9N in a non-equilibrium geometry.

The geometry in XYZ format:
```
16
Properties=species:S:1:pos:R:3
C 0.180 0.875 -1.766
C -0.332 0.447 -0.419
C -1.640 0.553 0.122
C -1.645 -0.069 1.346
N -0.381 -0.549 1.579
C 0.424 -0.173 0.549
C 1.704 -0.833 0.281
H -0.632 1.096 -2.468
H 0.823 0.117 -2.240
H 0.787 1.779 -1.660
H -2.475 1.054 -0.344
H -2.422 -0.190 2.079
H -0.068 -1.047 2.397
H 2.403 -0.256 -0.339
H 0.960 -1.517 -0.289
H 2.245 -1.358 1.072
```

As for the max |F|: 0.062 hartree/bohr. The total energy is -288.7363 a.u. As for the structure (SMILES): Cc1cc[nH]c1C. As for the gap between HOMO and LUMO: 8.4 eV. The relative energy (zero: lowest compared OMol25 entry of this formula, charge and spin) is 120.2 kJ/mol.



Copy entry 1 word for word.
Density functional theory data (ωB97M-V with the def2-TZVPD basis set) for the molecule C6H9N in a non-equilibrium geometry.

The geometry in XYZ format:
```
16
Properties=species:S:1:pos:R:3
C 0.180 0.875 -1.766
C -0.332 0.447 -0.419
C -1.640 0.553 0.122
C -1.645 -0.069 1.346
N -0.381 -0.549 1.579
C 0.424 -0.173 0.549
C 1.704 -0.833 0.281
H -0.632 1.096 -2.468
H 0.823 0.117 -2.240
H 0.787 1.779 -1.660
H -2.475 1.054 -0.344
H -2.422 -0.190 2.079
H -0.068 -1.047 2.397
H 2.403 -0.256 -0.339
H 0.960 -1.517 -0.289
H 2.245 -1.358 1.072
```

As for the max |F|: 0.062 hartree/bohr. The total energy is -288.7363 a.u. As for the structure (SMILES): Cc1cc[nH]c1C. As for the gap between HOMO and LUMO: 8.4 eV. The relative energy (zero: lowest compared OMol25 entry of this formula, charge and spin) is 120.2 kJ/mol.